# 1
An isolated molecule of C5H7NO. Source: OMol25; level of theory: ωB97M-V/def2-TZVPD.

Output
2S+1	1
gap between HOMO and LUMO	10.98	eV

CARTESIAN COORDINATES (ANGSTROEM)
C1 2.0157 0.0107 -0.3024
C2 0.7487 -0.4553 0.3744
O1 0.7459 -1.1663 1.3418
C3 -0.5767 0.0323 -0.2742
C4 -1.8107 -0.5634 0.4034
C5 -0.6095 1.5056 -0.2803
N1 -0.6349 2.6587 -0.2909
H1 2.7708 -0.7673 -0.1935
H2 2.3744 0.9113 0.2065
H3 1.8515 0.2523 -1.3561
H4 -0.5481 -0.2682 -1.3343
H5 -1.8199 -0.3265 1.4706
H6 -2.7279 -0.1741 -0.0497
H7 -1.7794 -1.6498 0.2845

---

# 2
An isolated molecule of C10H10N2. Source: OMol25; level of theory: ωB97M-V/def2-TZVPD.

Output
2S+1	1
gap between HOMO and LUMO	7.98	eV

CARTESIAN COORDINATES (ANGSTROEM)
C1 -2.1403 -2.1640 -0.0840
C2 -2.7170 -1.0048 0.2850
C3 -0.7338 -2.2665 -0.1214
C4 -2.0125 0.1086 0.6329
C5 -0.0395 -1.1550 0.2882
C6 -0.5675 0.0583 0.6987
C7 1.5318 1.7861 -0.8901
C8 2.2101 0.6398 -0.7970
C9 0.3509 2.1160 0.1152
C10 2.0499 -0.1921 0.4234
N1 1.3478 -1.2875 0.5519
N2 0.2695 1.0985 1.1057
H1 -2.6629 -2.9456 -0.5579
H2 -3.7408 -1.0216 0.1662
H3 -0.1372 -3.0562 -0.5156
H4 -2.4730 0.9102 1.1216
H5 1.9066 2.4776 -1.7893
H6 3.0001 0.2845 -1.4188
H7 0.6124 3.0032 0.5163
H8 -0.6314 1.9528 -0.4150
H9 2.8330 -0.0228 1.0801
H10 1.5639 -1.9967 1.2634

---

# 3
The ion C9H17N2 with charge +1. Source: OMol25; level of theory: ωB97M-V/def2-TZVPD.

Output
total charge	+1
2S+1	1
gap between HOMO and LUMO	9.85	eV

CARTESIAN COORDINATES (ANGSTROEM)
C1 0.6735 2.5536 1.5209
C2 -0.3673 2.2883 0.7485
C3 -1.2637 1.9689 -0.1821
C4 -0.9031 1.1875 -1.5362
C5 -0.8016 -0.2940 -1.1359
C6 -0.6019 -1.2606 -2.2301
N1 -1.7426 -0.8954 -0.2400
N2 0.4955 -0.2749 -0.2759
C7 1.0050 -0.8462 0.7973
C8 2.3974 -0.5398 1.1608
C9 0.1716 -1.6456 1.6861
H1 0.8104 1.9530 2.4364
H2 1.0598 3.5455 1.3732
H3 -2.2347 2.3522 -0.0805
H4 -1.7731 1.4660 -2.1043
H5 -0.0034 1.4750 -2.0611
H6 0.3034 -1.1325 -2.7461
H7 -1.4548 -1.1319 -2.9969
H8 -0.5547 -2.2162 -1.8635
H9 -2.3816 -1.4240 -0.8248
H10 -2.2673 -0.0217 0.1689
H11 1.2752 0.2122 -0.8421
H12 2.9409 -1.4402 0.7358
H13 2.7711 0.2152 0.5935
H14 2.6698 -0.5085 2.1598
H15 -0.5866 -1.1321 2.1230
H16 0.7757 -2.0895 2.4456
H17 -0.4127 -2.3641 1.1700

---

# 4
A structure of composition C40H110AsF6N10O10. Source: OMol25; level of theory: ωB97M-V/def2-TZVPD.

Output
total charge	-1
2S+1	1
gap between HOMO and LUMO	7.77	eV

CARTESIAN COORDINATES (ANGSTROEM)
As1 -8.8229 -42.3959 -1.7851
F1 -7.5638 -41.1903 -2.1146
F2 -8.4595 -43.4453 -3.1426
F3 -10.0781 -43.6067 -1.2389
F4 -9.2733 -41.4352 -0.3267
F5 -10.0478 -41.5403 -2.7683
F6 -7.5767 -43.2455 -0.7546
C1 -13.2933 -45.3409 -1.4632
C2 -14.3051 -44.1726 -1.3285
C3 -13.8064 -42.9652 -0.4985
O1 -14.8612 -42.2617 0.0079
C4 -14.5281 -41.1055 0.8561
N1 -14.7314 -43.6352 -2.5988
H1 -13.1246 -45.8142 -0.4959
H2 -12.2917 -45.0135 -1.7421
H3 -13.4849 -46.0622 -2.2576
H4 -15.2051 -44.5777 -0.8658
H5 -13.1786 -42.4077 -1.1935
H6 -13.2515 -43.2980 0.3787
H7 -15.5294 -40.7924 1.1518
H8 -13.9979 -40.3127 0.3284
H9 -13.8870 -41.4514 1.6669
H10 -15.5378 -43.0473 -2.4435
H11 -14.0113 -43.1132 -3.0774
C5 -12.5881 -44.1517 -5.1988
C6 -12.9000 -42.6865 -5.3652
C7 -14.3075 -42.2153 -5.7799
O2 -14.3524 -40.8381 -6.1279
C8 -15.6564 -40.2928 -6.2993
N2 -12.5933 -42.0740 -4.0301
H12 -11.5157 -44.3337 -5.1291
H13 -12.9730 -44.6524 -6.0872
H14 -13.0634 -44.6342 -4.3447
H15 -12.1862 -42.3801 -6.1299
H16 -15.0263 -42.4462 -4.9937
H17 -14.6369 -42.7810 -6.6514
H18 -15.5566 -39.4168 -6.9403
H19 -16.1998 -39.9443 -5.4211
H20 -16.3030 -40.9818 -6.8428
H21 -11.6042 -42.1354 -3.8353
H22 -12.8200 -41.0898 -4.0350
C9 -8.1077 -44.2516 -9.3639
C10 -9.6441 -43.8823 -9.4020
C11 -9.8795 -42.6092 -8.5376
O3 -9.6533 -42.8504 -7.0686
C12 -9.6985 -41.6561 -6.2867
N3 -9.9835 -43.7271 -10.8567
H23 -7.8529 -45.1240 -9.9657
H24 -7.7568 -44.3871 -8.3408
H25 -7.5491 -43.3552 -9.6332
H26 -10.2337 -44.6604 -8.9173
H27 -10.8963 -42.2252 -8.6202
H28 -9.2385 -41.8094 -8.9085
H29 -9.6401 -42.0093 -5.2572
H30 -10.6117 -41.0931 -6.4792
H31 -8.8724 -40.9907 -6.5377
H32 -10.9867 -43.7980 -10.9504
H33 -9.6676 -44.5714 -11.3122
C13 -3.8225 -38.8747 -0.0128
C14 -4.7482 -39.3057 -1.1303
C15 -4.2094 -40.4737 -2.0655
O4 -4.3219 -41.7776 -1.4196
C16 -4.1532 -42.8178 -2.3598
N4 -6.0739 -39.5941 -0.6180
H34 -4.2691 -37.9880 0.4371
H35 -2.9024 -38.4355 -0.3985
H36 -3.5276 -39.6624 0.6805
H37 -4.8223 -38.4849 -1.8437
H38 -3.2174 -40.2760 -2.4716
H39 -4.8472 -40.5666 -2.9445
H40 -3.2617 -42.5230 -2.9134
H41 -4.9833 -42.8444 -3.0659
H42 -3.8098 -43.7129 -1.8411
H43 -5.8937 -40.4222 -0.0686
H44 -6.6495 -39.8747 -1.3991
C17 -6.5495 -39.5853 -5.4213
C18 -6.7488 -38.6100 -4.2923
C19 -5.8695 -37.4107 -4.2957
O5 -4.4840 -37.7633 -4.1461
C20 -3.6067 -36.6724 -4.3901
N5 -8.1168 -38.2050 -4.2799
H45 -6.7013 -39.2361 -6.4426
H46 -7.1981 -40.4200 -5.1554
H47 -5.5308 -39.9728 -5.4136
H48 -6.5911 -39.0537 -3.3092
H49 -6.1828 -36.6371 -3.5946
H50 -6.0829 -36.8637 -5.2141
H51 -4.0038 -35.7040 -4.0858
H52 -3.5378 -36.6156 -5.4764
H53 -2.6304 -36.9225 -3.9748
H54 -8.7507 -38.9912 -4.2755
H55 -8.3514 -37.8040 -5.1767
C21 -9.1680 -43.1704 2.4086
C22 -9.0442 -41.8105 3.0956
C23 -8.3980 -41.6666 4.5448
O6 -8.3043 -40.2942 4.8904
C24 -7.6788 -40.0843 6.1427
N6 -8.4273 -40.8523 2.1364
H56 -9.6125 -43.9682 3.0035
H57 -8.2146 -43.5279 2.0197
H58 -9.7942 -42.9842 1.5360
H59 -10.0359 -41.3994 3.2843
H60 -7.3836 -42.0414 4.4085
H61 -8.8607 -42.3075 5.2954
H62 -6.6762 -40.5119 6.1392
H63 -8.1771 -40.4856 7.0252
H64 -7.6153 -39.0301 6.4124
H65 -8.8233 -41.0734 1.2340
H66 -7.5158 -41.2549 1.9718
C25 -12.3665 -38.8468 -1.8215
C26 -11.0959 -38.1918 -2.3557
C27 -11.0881 -36.6585 -2.1359
O7 -12.2157 -35.9966 -2.7935
C28 -12.2152 -35.9475 -4.1927
N7 -9.8413 -38.7156 -1.7681
H67 -12.6503 -38.5259 -0.8192
H68 -12.3839 -39.9367 -1.8192
H69 -13.1412 -38.5579 -2.5317
H70 -11.0863 -38.4637 -3.4112
H71 -10.1391 -36.2566 -2.4910
H72 -11.2191 -36.4114 -1.0824
H73 -13.0690 -35.3594 -4.5290
H74 -12.2078 -36.9557 -4.6070
H75 -11.3710 -35.4287 -4.6468
H76 -9.9366 -39.7022 -1.5741
H77 -9.0785 -38.4760 -2.3853
C29 -4.6601 -44.0858 1.6585
C30 -5.5443 -42.8871 2.1871
C31 -4.7550 -41.8967 3.0157
O8 -4.5867 -42.3057 4.3785
C32 -3.8260 -41.4016 5.1453
N8 -6.1407 -42.1780 1.0898
H78 -4.1592 -44.5427 2.5119
H79 -3.9471 -43.6760 0.9430
H80 -5.2598 -44.8964 1.2446
H81 -6.3109 -43.3249 2.8265
H82 -5.2834 -40.9498 3.1261
H83 -3.7609 -41.6617 2.6353
H84 -4.1130 -40.3503 5.1202
H85 -2.8170 -41.4728 4.7392
H86 -3.8047 -41.6613 6.2037
H87 -5.4345 -41.8880 0.4285
H88 -6.6689 -42.8586 0.5627
C33 -10.0948 -51.3909 -1.4620
C34 -9.4761 -50.3231 -2.3252
C35 -10.1108 -48.9514 -2.1305
O9 -9.6099 -48.0131 -3.0783
C36 -10.1608 -46.7553 -2.8887
N9 -8.0697 -50.2865 -2.0235
H89 -9.6733 -52.3680 -1.6978
H90 -11.1517 -51.4209 -1.7267
H91 -10.0836 -51.2232 -0.3850
H92 -9.5371 -50.5437 -3.3909
H93 -9.9404 -48.5875 -1.1173
H94 -11.1825 -49.1383 -2.1989
H95 -11.2095 -46.7431 -3.1859
H96 -9.7150 -46.0953 -3.6329
H97 -9.9440 -46.2801 -1.9320
H98 -7.8598 -49.4282 -1.5342
H99 -7.4747 -50.4345 -2.8261
C37 -6.1975 -43.2770 -5.5499
C38 -6.4295 -44.7402 -5.7759
C39 -5.6017 -45.7046 -4.8784
O10 -4.2310 -45.5131 -4.9223
C40 -3.5190 -46.3907 -3.9723
N10 -7.8956 -44.7954 -5.6551
H100 -6.5694 -42.8722 -4.6087
H101 -6.7290 -42.5973 -6.2160
H102 -5.1773 -42.9868 -5.8011
H103 -6.1646 -45.0883 -6.7743
H104 -5.6456 -46.7179 -5.2777
H105 -5.9529 -45.6726 -3.8470
H106 -3.8166 -46.3095 -2.9269
H107 -2.4669 -46.1129 -4.0354
H108 -3.5971 -47.4272 -4.3005
H109 -8.2953 -44.0209 -6.1655
H110 -8.1226 -44.5381 -4.7051

---

# 5
An isolated molecule of C6H11I. Source: OMol25; level of theory: ωB97M-V/def2-TZVPD.

Output
2S+1	1
gap between HOMO and LUMO (spin up / spin down)	7.80 / 8.31	eV

CARTESIAN COORDINATES (ANGSTROEM)
C1 -0.2176 0.8482 0.6064
C2 1.3274 0.0009 -0.8690
C3 0.1373 -0.4777 -0.0271
C4 -0.7903 2.1212 0.1659
C5 0.4029 -1.5498 1.1215
C6 -0.8267 -1.1019 -1.0500
I1 3.3136 0.1011 -0.0179
H1 0.4906 1.1151 1.5410
H2 1.2113 0.7932 -1.4746
H3 -0.1633 2.8774 -0.3718
H4 -1.2838 2.5752 0.9947
H5 -1.5583 1.8611 -0.4881
H6 0.4095 -1.1925 2.1055
H7 1.3322 -1.9175 0.8437
H8 -0.4352 -2.3399 0.9862
H9 -0.4308 -0.9278 -2.0492
H10 -1.9134 -0.6531 -1.0517
H11 -1.0054 -2.1333 -0.9655

---

| no. | maximum force (eV/A) |
| --- | --- |
| 1 | 0.7 |
| 2 | 4.9 |
| 3 | 4.2 |
| 4 | 3.0 |
| 5 | 5.0 |